(1)
Computed, not measured: a cluster of 2 separate species, C8H8BNO3 in total at a distorted geometry, with the ωB97M-V functional and the def2-TZVPD basis.

ORCA input file:
```
! wB97M-V def2-TZVPD RIJCOSX def2/J DEFGRID3
* xyz 0 1
O 0.104 -3.029 0.272
C 0.190 -1.817 0.098
N 1.297 -0.984 -0.012
C 1.038 0.371 0.094
C -0.294 0.576 0.148
C -1.175 1.698 -0.026
C -2.494 1.517 -0.221
C -3.107 0.228 -0.383
C -2.385 -0.893 -0.082
C -1.001 -0.739 0.461
H 2.083 -1.268 -0.496
H 1.863 1.014 -0.071
H -0.571 2.634 0.225
H -3.062 2.435 -0.372
H -4.211 0.129 -0.470
H -2.986 -1.824 -0.273
H -1.067 -0.968 1.539
O 3.782 0.747 1.443
B 3.838 0.469 0.338
O 4.371 -0.056 -0.753
H 3.787 -0.240 -1.459
*
```

Computed properties:
Frontier orbital gap, hartree: 0.2872
Molar mass, g mol⁻¹: 176.97
ΔE to the lowest compared entry with this formula, charge and spin, kcal per mole: 26.3
SMILES string: O=C1NC=C2C=CC=C[C@@H]12.O=BO

(2)
Computed, not measured: a structure of composition C8H8Br4NO8P2Zn at a distorted geometry, with the ωB97M-V functional and the def2-TZVPD basis.

ORCA input file:
```
! wB97M-V def2-TZVPD RIJCOSX def2/J DEFGRID3
* xyz -1 1
Zn 0.596 0.197 -0.477
Br 5.051 -3.273 -4.257
C 3.634 -2.818 -3.173
C 2.457 -3.620 -3.145
Br 2.513 -5.208 -4.103
C 1.319 -3.266 -2.451
Br -0.093 -4.484 -2.515
C 1.304 -2.035 -1.759
O 0.248 -1.614 -1.117
C 2.535 -1.123 -1.822
O 2.478 0.013 -1.224
C 3.654 -1.631 -2.447
Br 5.229 -0.581 -2.306
N -2.930 0.829 1.850
C -1.675 1.573 1.664
C -1.730 2.916 2.360
P -0.378 0.421 2.431
O 0.242 1.322 3.653
O -1.163 -0.729 2.980
O 0.797 0.260 1.425
P -1.691 1.751 -0.184
O -2.550 3.137 -0.304
O -2.509 0.607 -0.717
O -0.244 1.927 -0.738
H -3.729 1.289 2.342
H -2.743 0.034 2.436
H -3.311 0.480 0.912
H -1.805 2.699 3.454
H -2.606 3.542 2.076
H -0.804 3.467 2.206
H 1.016 0.917 4.014
H -3.112 3.003 -1.068
*
```

Computed properties:
Frontier orbital gap, hartree: 0.1905
Molar mass, g mol⁻¹: 693.11

(3)
Computed, not measured: an isolated molecule of C8H8Cl2N2O2S at a distorted geometry, with the ωB97M-V functional and the def2-TZVPD basis.

ORCA input file:
```
! wB97M-V def2-TZVPD RIJCOSX def2/J DEFGRID3
* xyz 0 1
C -0.554 3.155 -0.703
C 0.283 2.818 0.285
C -0.881 2.255 -1.779
C 0.966 1.578 0.172
C -0.362 0.986 -1.753
C 0.636 0.713 -0.804
C -0.619 -2.278 -0.388
C 0.763 -1.711 1.635
N -1.481 -2.789 0.510
N 0.470 -1.640 0.289
O -0.672 -2.100 -1.591
O 2.693 -0.570 -0.033
S 1.593 -0.861 -0.876
Cl 1.080 -3.382 2.266
Cl -0.516 -1.026 2.777
H -1.056 4.111 -0.698
H 0.441 3.369 1.227
H -1.675 2.718 -2.393
H 1.501 1.299 0.976
H -0.550 0.196 -2.446
H 1.716 -1.063 1.767
H -1.521 -2.425 1.445
H -2.255 -3.352 0.116
*
```

Computed properties:
Frontier orbital gap, hartree: 0.3615
Molar mass, g mol⁻¹: 267.14
ΔE to the lowest compared entry with this formula, charge and spin, kcal per mole: 0.2

(4)
Computed, not measured: a structure of composition C8H8Cl2N2O3ScYb at a distorted geometry, with the ωB97M-V functional and the def2-TZVPD basis.

ORCA input file:
```
! wB97M-V def2-TZVPD RIJCOSX def2/J DEFGRID3
* xyz 4 2
Sc 0.490 -0.712 -6.111
Yb -0.603 -0.961 -0.504
Cl -1.222 -0.631 -4.555
Cl 1.550 -1.610 -1.305
C -0.926 -2.495 1.348
C -0.163 -0.195 -8.121
C -0.033 -2.562 -7.109
O -1.205 -3.148 2.270
O -0.687 -0.489 -9.129
O -0.369 -3.101 -8.107
C 2.385 1.543 3.860
C 1.190 1.105 3.115
C -0.133 1.521 3.203
C -0.856 0.809 2.239
N -0.021 -0.052 1.603
N 1.212 0.161 2.161
C -2.273 0.926 1.868
H 2.599 2.603 3.622
H 2.170 1.513 4.945
H 3.278 0.919 3.652
H -0.515 2.263 3.870
H 2.034 -0.344 1.849
H -2.884 0.987 2.785
H -2.412 1.869 1.316
H -2.606 0.080 1.235
*
```

Computed properties:
Frontier orbital gap (spin up / spin down), hartree: 0.1079 / 0.1073
Molar mass, g mol⁻¹: 469.06
<S²>: 0.7509

(5)
Computed, not measured: a cluster of 2 separate species, C8H8ClNO3 in total at a distorted geometry, with the ωB97M-V functional and the def2-TZVPD basis.

ORCA input file:
```
! wB97M-V def2-TZVPD RIJCOSX def2/J DEFGRID3
* xyz 0 1
C 3.038 -0.976 0.359
C 2.120 -1.536 1.297
C 2.549 -0.234 -0.779
C 0.780 -1.222 1.119
C 1.185 0.027 -0.949
C 0.395 -0.544 0.107
C -3.187 1.495 0.232
C -1.667 -0.323 0.262
N -2.006 -1.045 -0.996
O -1.896 -2.243 -1.008
O -2.364 -0.338 -1.909
O -1.871 0.942 0.279
Cl -2.217 -1.318 1.579
H 4.049 -1.222 0.478
H 2.593 -2.081 2.197
H 3.179 -0.126 -1.704
H 0.018 -1.631 1.744
H 0.860 0.182 -2.001
H -3.742 1.271 1.097
H -3.857 0.998 -0.594
H -3.093 2.636 0.278
*
```

Computed properties:
Frontier orbital gap, hartree: 0.3545
Molar mass, g mol⁻¹: 201.61
ΔE to the lowest compared entry with this formula, charge and spin, kcal per mole: 144.8

(6)
Computed, not measured: an isolated molecule of C8H8ClNO5 at a distorted geometry, with the ωB97M-V functional and the def2-TZVPD basis.

ORCA input file:
```
! wB97M-V def2-TZVPD RIJCOSX def2/J DEFGRID3
* xyz 0 1
C -1.982 -1.151 -0.331
C -1.713 1.295 -0.373
C -2.394 0.193 -0.097
C -0.752 -1.580 -0.131
C 1.768 -0.062 0.647
C -0.238 1.414 -0.323
C 0.360 0.493 0.684
C 2.525 0.130 -0.603
N -0.046 -2.742 -0.341
O -0.277 -3.640 0.438
O 2.248 -0.525 1.664
O 0.731 -2.805 -1.275
O 0.189 2.687 0.027
O -0.125 0.593 1.899
Cl -4.116 0.432 0.134
H -2.711 -1.913 -0.516
H -2.296 2.241 -0.331
H 0.128 1.337 -1.394
H 3.508 -0.188 -0.621
H 2.336 1.064 -1.089
H 2.115 -0.591 -1.318
H 0.015 3.032 0.889
H 0.726 0.284 2.362
*
```

Computed properties:
Frontier orbital gap, hartree: 0.2726
Molar mass, g mol⁻¹: 233.61
ΔE to the lowest compared entry with this formula, charge and spin, kcal per mole: 12.9

(7)
Computed, not measured: a cluster of 2 separate species, C8H8F2IN in total at a distorted geometry, with the ωB97M-V functional and the def2-TZVPD basis.

ORCA input file:
```
! wB97M-V def2-TZVPD RIJCOSX def2/J DEFGRID3
* xyz 0 1
C 0.410 -2.600 -0.515
C 0.048 -1.342 -0.954
C 1.203 -2.707 0.619
C 1.256 -0.462 0.926
C 0.479 -0.210 -0.229
C 0.635 2.345 -0.038
C 0.153 1.092 -0.665
C -2.276 1.220 0.231
N 1.616 -1.657 1.320
F -2.175 1.440 1.550
F -2.858 2.291 -0.320
I -3.247 -0.617 -0.215
H 0.096 -3.484 -1.045
H -0.523 -1.213 -1.861
H 1.535 -3.668 0.986
H 1.615 0.363 1.527
H 1.656 2.552 -0.372
H 0.015 3.185 -0.342
H 0.644 2.286 1.048
H -0.280 1.185 -1.651
*
```

Computed properties:
Frontier orbital gap (spin up / spin down), hartree: 0.2511 / 0.2843
Molar mass, g mol⁻¹: 283.06
ΔE to the lowest compared entry with this formula, charge and spin, kcal per mole: 38.5

(8)
Computed, not measured: a cluster of 2 separate species, C8H8I2N2O in total at a distorted geometry, with the ωB97M-V functional and the def2-TZVPD basis.

ORCA input file:
```
! wB97M-V def2-TZVPD RIJCOSX def2/J DEFGRID3
* xyz 0 1
O 1.574 2.133 -0.654
C 1.276 0.754 -0.682
C 2.304 -0.154 -0.596
I 4.220 0.367 -0.897
C -0.106 0.278 -0.466
C -0.591 -0.980 -0.824
C -1.936 -1.278 -0.804
C -2.854 -0.276 -0.409
C -2.422 1.002 -0.113
C -1.044 1.265 -0.114
H 2.478 2.012 -0.418
H 2.152 -1.177 -0.618
H 0.011 -1.846 -1.192
H -2.199 -2.323 -0.873
H -3.867 -0.483 -0.743
H -3.093 1.793 0.143
H -0.651 2.387 -0.124
H 0.788 0.497 2.479
N 1.765 0.749 2.173
N 2.713 0.125 1.863
I 2.855 -2.036 2.352
*
```

Computed properties:
Frontier orbital gap, hartree: 0.2830
Molar mass, g mol⁻¹: 401.97
SMILES string: O/C(=C\I)c1ccccc1.[H]/N=N\I